(1)
C3H4NO2 | ωB97M-V with the def2-TZVPD basis set

Properties
- E_tot (Ha) = -321.41367
- lowest unoccupied orbital energy (alpha / beta) (eV) = -6.81 / -6.81
- energy relative to the best compared isomer or geometry (same formula, charge and spin) (kJ/mol) = 663.5
- charge = +1
- SMILES string = C1O/C1=[N+]1\CO1

Cartesian coordinates (Å):
O -0.8204 0.6050 -1.5281
O 1.0565 -0.6704 1.3760
N 0.2305 0.3659 -0.7795
C 0.1034 -0.2780 0.6970
C -0.0287 1.7000 -1.1819
C -0.1042 -1.6509 1.1504
H -0.7820 -1.9361 1.9839
H -0.4305 2.3930 -0.3080
H 0.1364 -2.4431 0.5251
H 0.6390 1.9146 -1.9351

These are the Löwdin partial charges, in e, on atoms 1 to 8: 0.08, 0.22, 0.05, -0.05, -0.02, 0.15, 0.15, 0.20



(2)
C3H4NO2 | ωB97M-V with the def2-TZVPD basis set

Properties
- E_tot (Ha) = -321.45850
- lowest unoccupied orbital energy (alpha / beta) (eV) = -7.81 / -7.81
- energy relative to the best compared isomer or geometry (same formula, charge and spin) (kJ/mol) = 545.8
- charge = +1

Cartesian coordinates (Å):
O -2.0611 1.2947 -1.5421
O -0.5798 -0.7804 -1.1264
N -0.3367 0.8986 0.3375
C 0.6285 -0.1603 0.6633
C 0.3393 -1.2248 -0.3738
C -1.0066 0.4185 -0.6571
H -0.2850 1.8007 0.9352
H 1.5761 0.2618 0.5308
H 0.7712 -0.4060 1.8111
H 0.9542 -2.1028 -0.5786

These are the Löwdin partial charges, in e, on atoms 1 to 8: -0.11, 0.24, 0.16, -0.04, 0.18, -0.24, 0.26, 0.14



(3)
C3H4NO2S | ωB97M-V with the def2-TZVPD basis set

Properties
- E_tot (Ha) = -719.70942
- lowest unoccupied orbital energy (alpha / beta) (eV) = -5.82 / -5.83
- energy relative to the best compared isomer or geometry (same formula, charge and spin) (kJ/mol) = 316.6
- charge = +1

Cartesian coordinates (Å):
S 0.0946 0.1782 -1.3852
O -1.9864 -2.1924 -0.2700
O 2.3924 1.5984 -2.1471
N -1.1633 -1.3150 -0.1942
C 0.3312 0.4338 0.4765
C -0.7900 -0.4382 0.9108
C 1.4459 1.0928 -1.7693
H 1.3193 0.0754 0.7310
H -1.5136 0.1223 1.3668
H -0.3432 -1.0625 1.5968
H 0.2129 1.5070 0.6837

These are the Löwdin partial charges, in e, on atoms 1 to 8: 1.12, 0.15, 0.28, -0.16, -0.27, -0.22, -0.39, 0.11



(4)
C3H4NO3 | ωB97M-V with the def2-TZVPD basis set

Properties
- E_tot (Ha) = -397.02382
- lowest unoccupied orbital energy (alpha / beta) (eV) = 4.27 / 4.27
- energy relative to the best compared isomer or geometry (same formula, charge and spin) (kJ/mol) = 735.1
- charge = -1

Cartesian coordinates (Å):
O -2.0759 -0.9484 -0.5377
O 1.7735 0.5817 -1.7364
O 2.0043 -0.1758 0.4302
N -1.2749 -0.6332 0.3825
C 1.0221 -1.1987 -0.1627
C -1.1256 0.8749 0.5926
C 1.5979 -0.1268 -0.7699
H 1.4238 -2.1564 -0.0936
H -0.1903 1.0706 1.1968
H -2.1425 1.1581 1.0429
H -1.0124 1.5539 -0.3447

These are the Löwdin partial charges, in e, on atoms 1 to 8: -0.20, 0.02, 0.01, -0.20, 0.01, -0.15, -0.74, 0.03



(5)
C3H4NO3 | ωB97M-V with the def2-TZVPD basis set

Properties
- E_tot (Ha) = -397.12063
- lowest unoccupied orbital energy (alpha / beta) (eV) = 3.82 / 3.82
- energy relative to the best compared isomer or geometry (same formula, charge and spin) (kJ/mol) = 480.9
- charge = -1

Cartesian coordinates (Å):
O -2.3087 -0.8850 0.1509
O 2.3746 0.0568 -0.0261
O -0.0326 2.6871 -0.4689
N -0.3360 0.8877 0.8384
C 1.3897 -0.6606 -0.1239
C -0.0188 -0.2336 0.1801
C -1.1219 -1.1761 -0.0071
H -0.8348 -2.1403 -0.4162
H 1.4070 -1.6342 -0.5294
H 0.8696 2.3463 -0.5774
H -1.3881 0.7519 0.9797

These are the Löwdin partial charges, in e, on atoms 1 to 8: -0.06, -0.02, -0.26, 0.10, -0.28, -0.35, -0.30, 0.09



(6)
C3H4NO3S | ωB97M-V with the def2-TZVPD basis set

Properties
- E_tot (Ha) = -795.22165
- lowest unoccupied orbital energy (alpha / beta) (eV) = 2.84 / 3.70
- energy relative to the best compared isomer or geometry (same formula, charge and spin) (kJ/mol) = 604.4
- charge = -1
- SMILES string = C=[S@](=O)([O-])/C=C\N=O

Cartesian coordinates (Å):
S 1.3458 -0.1260 0.1892
O 2.2091 0.2376 -0.9474
O -2.7800 -0.5391 0.5394
O 1.8027 -0.1242 1.5333
N -1.6420 -0.2228 0.1572
C -1.1249 0.9807 0.1144
C 0.6656 -1.5983 -0.2507
C 0.1884 1.1722 -0.0346
H 0.2604 -1.4783 -1.2260
H -1.8420 1.9189 -0.1000
H 0.7386 2.0463 -0.4892
H 0.1783 -2.2672 0.5144

These are the Löwdin partial charges, in e, on atoms 1 to 8: 0.45, -0.42, -0.13, -0.35, -0.18, -0.27, -0.17, -0.21



(7)
C3H4NO5S | ωB97M-V with the def2-TZVPD basis set

Properties
- E_tot (Ha) = -945.79239
- lowest unoccupied orbital energy (eV) = 3.63
- energy relative to the best compared isomer or geometry (same formula, charge and spin) (kJ/mol) = 351.7
- charge = -1
- SMILES string = C=C[C@@H]([N+](=O)[O-])S(=O)(=O)[O-]

Cartesian coordinates (Å):
S -1.5461 0.5840 -0.1285
O -0.2307 -1.5349 1.9020
O -1.2621 1.5613 0.8952
O -0.7845 -2.6124 0.1385
O -2.6472 -0.3049 0.1866
O -1.6361 1.1838 -1.4446
N -0.3405 -1.6325 0.6945
C 1.9156 0.9453 -0.5068
C -0.0005 -0.6695 -0.2530
C 1.0479 0.2411 0.1886
H 2.4780 1.8043 -0.0223
H 0.0292 -0.9295 -1.3885
H 1.6798 1.1536 -1.5332
H 1.2971 0.2104 1.2715

These are the Löwdin partial charges, in e, on atoms 1 to 8: 0.44, 0.07, -0.33, 0.06, -0.34, -0.36, -0.45, -0.02



(8)
C3H4NOP | ωB97M-V with the def2-TZVPD basis set

Properties
- E_tot (Ha) = -587.98603
- lowest unoccupied orbital energy (eV) = -1.00
- energy relative to the best compared isomer or geometry (same formula, charge and spin) (kJ/mol) = 106.0
- SMILES string = C[C@@H](C#N)P=O

Cartesian coordinates (Å):
P 1.3082 -1.4891 0.0203
O 2.3823 -0.7445 -0.6847
N -1.7385 -1.2162 -1.7676
C 0.0321 1.0515 0.3592
C -0.1223 -0.4380 0.5796
C -1.0447 -0.9984 -0.8799
H -0.2051 1.6696 1.3610
H -0.8058 -0.6860 1.3639
H 0.9587 1.3838 -0.1153
H -0.7649 1.4673 -0.2367

These are the Löwdin partial charges, in e, on atoms 1 to 8: 0.86, -0.46, 0.10, -0.17, -0.42, -0.24, 0.13, 0.07



(9)
C3H4NOP | ωB97M-V with the def2-TZVPD basis set

Properties
- E_tot (Ha) = -588.02640
- lowest unoccupied orbital energy (eV) = -0.54
- energy relative to the best compared isomer or geometry (same formula, charge and spin) (kJ/mol) = 0.0

Cartesian coordinates (Å):
P 1.0231 0.1615 -0.3072
O 2.4826 0.3001 -0.4861
N -2.4854 0.7536 -0.1689
C 0.2259 -1.2835 0.4311
C -0.0256 1.4036 -0.3188
C -1.3644 1.1238 -0.2010
H 0.1635 2.3134 -0.6803
H -0.2513 -1.9250 -0.3156
H 0.8608 -1.9246 1.0497
H -0.6293 -0.9227 0.9970

These are the Löwdin partial charges, in e, on atoms 1 to 8: 0.81, -0.33, 0.14, -0.18, -0.27, -0.37, 0.03, 0.06



(10)
C3H4NOS | ωB97M-V with the def2-TZVPD basis set

Properties
- E_tot (Ha) = -644.44181
- lowest unoccupied orbital energy (eV) = -7.16
- energy relative to the best compared isomer or geometry (same formula, charge and spin) (kJ/mol) = 287.6
- charge = +1

Cartesian coordinates (Å):
S 1.4150 0.8399 0.5986
O 0.0244 -1.2308 -0.4938
N -0.7122 1.2575 -0.6747
C 0.4927 -1.0058 0.6042
C 0.5088 1.7137 -0.4669
C -1.5328 0.4366 -0.8126
H 1.5113 -1.3883 0.9182
H -0.0634 -0.6368 1.4975
H 0.8960 2.1725 -1.3390
H -2.4282 -0.0265 -0.9388

These are the Löwdin partial charges, in e, on atoms 1 to 8: 1.10, -0.06, 0.07, -0.49, -0.42, 0.35, 0.12, 0.09



(11)
C3H4NOS2 | ωB97M-V with the def2-TZVPD basis set

Properties
- E_tot (Ha) = -1042.71956
- lowest unoccupied orbital energy (eV) = -5.81
- energy relative to the best compared isomer or geometry (same formula, charge and spin) (kJ/mol) = 153.5
- charge = +1

Cartesian coordinates (Å):
S -1.0789 -1.5683 -0.0519
S 1.3805 -0.3844 -1.0957
O -2.1428 0.5750 -1.4191
N 0.3644 0.5442 0.9442
C 0.5623 -1.2734 0.2983
C -1.2091 0.1962 -0.8260
C 0.1195 0.7973 -0.4895
H 0.9780 -2.2576 0.6452
H 0.1581 1.6848 -0.9692
H -0.3512 0.7368 1.6888
H 1.2192 0.9494 1.2748

These are the Löwdin partial charges, in e, on atoms 1 to 8: 0.99, 0.99, 0.18, 0.05, -0.63, -0.57, -0.51, 0.09



(12)
C3H4NP | ωB97M-V with the def2-TZVPD basis set

Properties
- E_tot (Ha) = -512.57576
- lowest unoccupied orbital energy (eV) = -0.57
- energy relative to the best compared isomer or geometry (same formula, charge and spin) (kJ/mol) = 525.5
- SMILES string = C#[PH]N=C=C

Cartesian coordinates (Å):
P 0.5933 0.8413 -0.4108
N -1.0756 0.3307 -0.7750
C -1.9179 0.8086 0.0084
C -2.0755 1.3724 1.1708
C 0.6011 1.9146 0.8872
H -2.4435 2.3546 1.4658
H 1.0974 0.6201 -1.6592
H -0.4258 1.5723 1.1603
H -2.2919 0.7042 2.0133

These are the Löwdin partial charges, in e, on atoms 1 to 8: 0.82, -0.17, -0.29, -0.06, -0.28, 0.09, -0.06, -0.15



Which value of E_tot does entry 5 give? -397.12063 Ha



What is the formula in the eleventh record? C3H4NOS2



Among the records above, which one has the lowest E_tot? C3H4NOS2